76
Properties=species:S:1:pos:R:3:forces:R:3 method="wB97M-V/def2-TZVPD" s2=3.780 e_lumo_ev="-6.93 / -9.18" homo_lumo_gap_ev="6.322 / 4.005" spin_multiplicity=4 total_charge=+2
C -7.49512 -2.83647 1.25338 -0.3 -0.2 -0.6
C -7.39882 -2.15287 0.01943 -1.5 -0.8 0.5
C -8.45442 -2.24961 -0.90769 0.1 -0.5 0.4
C -9.51455 -3.11767 -0.60699 0.5 0.3 0.4
N -9.57066 -3.80054 0.54379 -0.1 0.0 -0.1
C -8.60808 -3.66351 1.46204 0.4 0.6 -0.3
C -6.18138 -1.53430 -0.35189 4.3 -0.9 1.4
C -4.84738 -1.56787 -0.22326 -5.8 -0.3 0.3
C -3.55763 -2.05542 -0.35523 2.1 -1.0 -0.5
C -2.52905 -1.65555 0.51221 -0.2 0.3 -0.7
C -1.22033 -1.98683 0.21421 0.4 -0.3 0.5
C -0.92092 -2.72830 -0.93208 -1.2 0.1 -0.3
C -1.94028 -3.19305 -1.78149 -0.3 -0.1 0.6
C -3.26776 -2.88381 -1.47336 0.5 0.4 0.0
Co -5.37564 -0.37043 -1.49029 0.3 2.1 -2.1
P -1.56165 2.31991 -0.49385 0.9 3.5 1.2
H -8.40929 -1.73900 -1.86860 0.0 -0.1 0.2
H -6.69500 -2.76551 1.98449 -0.2 0.0 -0.1
H -10.32216 -3.26692 -1.33219 0.3 0.0 0.4
H -8.68693 -4.23010 2.39988 -0.2 0.2 -0.5
H -4.08103 -3.14893 -2.15802 0.4 -0.1 0.3
H -2.79496 -0.98530 1.32224 0.2 -0.3 0.2
H -1.68933 -3.80267 -2.65440 -0.1 0.3 0.3
H -0.43079 -1.71235 0.91297 -0.1 0.1 -0.4
C 0.00209 3.20926 -0.99770 0.6 -1.5 -0.5
C -0.06712 4.69871 -1.26417 -0.4 0.5 -0.1
H 0.36849 2.68313 -1.89134 0.1 0.2 0.3
H 0.72191 2.97317 -0.19858 -0.3 -0.1 -0.2
H 0.94466 5.05853 -1.48197 -0.1 -0.2 0.1
H -0.68399 4.94226 -2.13497 0.1 0.0 0.2
H -0.43159 5.26139 -0.39917 0.0 -0.1 -0.2
C -2.96268 3.38985 -1.03807 -0.1 -0.9 -0.9
C -4.26199 3.09120 -0.30368 -0.5 -0.2 0.1
H -3.09146 3.17806 -2.10639 0.1 0.4 0.2
H -2.66581 4.44142 -0.95289 0.2 -0.3 0.1
H -5.09946 3.13878 -1.00723 0.0 0.1 0.2
H -4.27161 2.08004 0.13439 0.0 0.3 0.0
H -4.46707 3.81714 0.49050 0.1 -0.3 -0.1
C -1.55847 2.65226 1.32459 -0.1 -1.8 0.3
C -1.57313 4.10674 1.77574 0.0 0.6 -0.2
H -0.65874 2.12929 1.68758 -0.4 0.1 -0.1
H -2.43542 2.12049 1.72707 0.3 0.1 0.1
H -1.82688 4.13813 2.84312 0.1 -0.1 -0.3
H -0.59385 4.58517 1.66205 -0.2 -0.2 0.0
H -2.31890 4.71618 1.24944 0.2 -0.1 0.2
Br 0.82980 -3.03485 -1.46556 0.5 -0.2 0.0
P -1.64691 0.28925 -4.93531 1.0 0.0 -0.6
C -1.60791 1.83617 -3.93060 -0.1 -0.2 0.2
C -1.31350 3.05429 -4.80304 0.0 0.3 0.0
H -0.85879 1.72500 -3.13094 -0.2 0.0 -0.1
H -2.59048 1.92024 -3.45024 0.0 0.0 -0.2
H -1.58061 3.98545 -4.28758 0.1 -0.1 -0.1
H -0.25015 3.11136 -5.07015 -0.3 -0.1 0.0
H -1.89552 3.00801 -5.73159 0.2 0.1 0.2
C -0.00455 -0.46047 -4.45756 -0.1 0.2 0.1
C 0.53011 -1.40843 -5.52914 0.2 -0.1 0.1
H -0.09557 -0.97636 -3.48861 0.0 0.2 -0.1
H 0.70080 0.37391 -4.31654 -0.2 -0.2 0.0
H 1.50801 -1.79910 -5.22666 -0.2 0.0 -0.1
H -0.13600 -2.26360 -5.68765 0.1 0.1 0.0
H 0.65994 -0.88638 -6.48362 -0.1 -0.1 0.2
C -2.83433 -0.78153 -4.04660 0.1 -0.2 -0.1
C -4.07058 -0.99563 -4.91269 -0.4 -0.1 0.3
H -3.06722 -0.29943 -3.08455 -0.1 -0.1 0.3
H -2.34514 -1.73271 -3.81196 -0.1 0.2 -0.1
H -4.69409 -1.79610 -4.49844 -0.1 0.0 -0.1
H -4.67271 -0.08041 -4.94800 0.0 -0.1 -0.2
H -3.80297 -1.27289 -5.94094 -0.1 0.1 0.3
N 2.23207 0.70685 2.36933 -0.8 -0.2 -0.5
C 1.82178 0.16004 1.15885 0.9 -0.2 0.3
N 2.66037 -0.82776 0.69684 -0.8 0.5 0.3
O 0.84860 0.57490 0.52427 0.1 0.0 0.2
H 2.80160 0.13852 2.98166 -0.1 0.2 -0.1
H 1.52752 1.26692 2.83540 0.3 -0.1 -0.1
H 2.29899 -1.40328 -0.05385 0.2 0.1 0.2
H 3.29992 -1.23777 1.36100 0.0 -0.1 -0.3

79
Properties=species:S:1:pos:R:3:forces:R:3 method="wB97M-V/def2-TZVPD" s2=9.336 e_lumo_ev="-3.46 / -3.46" homo_lumo_gap_ev="6.519 / 6.525" spin_multiplicity=6 total_charge=+1
Dy 9.33286 12.81855 9.27294 -2.0 1.5 -0.8
O 12.71189 13.17962 11.49415 -0.1 1.0 -0.6
C 12.07048 13.03936 10.37302 -0.5 -3.6 0.1
O 11.32929 12.02214 10.11794 1.6 3.1 1.0
C 12.36763 14.02311 9.33299 0.3 2.6 0.2
O 11.09056 14.45578 8.86892 1.2 -1.4 0.1
C 11.20248 14.95222 7.55219 -2.1 2.4 -0.9
C 9.75909 14.72533 6.82488 2.3 -0.4 -0.5
O 9.78001 15.04214 5.66633 -0.4 0.6 -0.6
O 8.83337 14.09428 7.44757 0.6 -0.5 1.3
H 12.19755 12.79340 12.19254 -0.2 -1.1 1.1
H 12.95458 13.56210 8.55457 0.2 -0.4 -0.4
H 12.93378 14.93683 9.68289 -0.5 -1.2 0.0
H 12.05181 14.57891 6.97592 -0.3 -0.7 0.0
H 11.41298 16.06217 7.59858 -0.5 -1.0 0.0
C 6.17417 17.09289 15.66731 -0.9 0.7 0.9
C 6.62576 15.62947 15.58592 0.3 -0.6 -0.4
C 7.93726 15.37240 16.38411 -0.1 1.9 -0.8
C 5.52842 14.66356 16.09084 -0.7 0.9 -1.1
C 6.87519 15.28763 14.11187 1.1 -1.6 -1.2
C 7.14689 13.93164 13.70865 0.3 1.1 1.2
C 7.72151 13.62883 12.49830 -0.1 2.0 -0.4
Br 8.21280 11.83071 12.01901 0.0 0.3 0.1
C 8.04356 14.68334 11.58669 -1.3 0.0 0.2
O 8.85686 14.40393 10.59032 0.0 -0.5 -0.8
C 7.40443 15.97423 11.77876 1.3 -1.6 0.9
C 7.02807 16.22932 13.09587 -1.6 1.3 0.3
C 7.41994 17.07348 10.73944 0.0 0.9 -0.6
C 8.88276 17.51443 10.57105 -0.2 0.7 1.0
C 6.50347 18.29584 11.07944 -0.3 0.3 -0.9
C 6.96496 16.55419 9.36231 0.1 -0.4 -0.4
H 5.72000 17.38012 16.67343 0.8 -0.5 -1.2
H 5.37752 17.21576 14.92577 -0.2 0.1 0.3
H 6.91653 17.87415 15.38744 -0.1 -0.8 0.4
H 7.71448 15.57437 17.42120 0.1 -0.2 0.5
H 8.71686 16.12936 16.07529 -0.7 -0.9 0.2
H 8.29934 14.37182 16.22890 0.2 -0.4 0.1
H 5.25130 14.81240 17.10134 0.3 0.1 1.4
H 5.73495 13.62076 15.90409 0.3 -0.2 0.1
H 4.57632 14.87828 15.59000 0.2 0.0 -0.4
H 7.12413 13.16637 14.45913 -0.4 -0.4 0.2
H 6.68847 17.27514 13.30584 0.5 -1.2 -0.2
H 9.19584 18.11724 11.42931 0.1 -0.4 0.2
H 9.05385 18.16595 9.74874 -0.3 0.6 -1.1
H 9.53271 16.67619 10.43129 0.4 -0.6 0.1
H 6.60513 18.79336 12.04932 0.5 -0.2 -0.2
H 5.44758 17.99105 11.03919 0.2 -0.1 0.0
H 6.60318 19.08695 10.26949 0.1 -1.0 1.0
H 7.72598 15.83806 9.02061 -0.2 0.4 -0.3
H 6.83263 17.37739 8.61605 0.3 -0.6 0.7
H 6.03237 15.97705 9.39445 0.0 0.3 0.2
C 9.64350 7.35282 9.68022 0.4 0.4 -0.7
C 9.82679 8.59885 8.81624 0.3 0.0 -0.1
C 10.79382 8.93410 7.87745 -1.5 0.3 0.7
C 10.47908 10.24260 7.44524 0.2 0.4 -0.2
N 9.41534 10.73492 8.06302 -0.5 -1.9 0.7
N 8.99154 9.69880 8.97497 0.0 0.0 -1.2
C 11.08024 11.02761 6.29408 0.2 -1.7 -0.7
H 8.96172 6.61033 9.25324 0.2 0.1 -0.3
H 9.18676 7.65208 10.60505 -0.1 0.2 0.6
H 10.62018 6.87402 9.89273 -0.6 0.3 -0.2
H 11.53849 8.31040 7.45950 0.7 -0.4 0.0
H 7.95727 9.51154 8.93927 1.3 0.6 0.4
H 10.28709 10.90618 5.52836 0.7 0.4 0.0
H 12.05435 10.61399 5.87495 -1.3 0.3 0.8
H 11.21763 12.07420 6.46505 -0.1 0.7 0.3
C 4.62180 13.33323 9.07186 -0.6 0.2 -1.3
P 6.09819 12.40586 8.38115 -0.2 -0.8 0.3
C 5.96049 12.69339 6.59548 0.3 -0.3 -1.0
C 5.42209 10.65683 8.44811 -0.1 1.6 1.5
H 4.03050 12.73802 9.76904 0.2 -0.1 0.0
H 3.92586 13.69792 8.26084 0.7 -0.7 0.6
H 4.90766 14.24567 9.55703 0.4 0.3 0.5
H 4.91082 12.78666 6.30210 0.1 -0.1 0.0
H 6.45191 11.92144 5.92806 -0.5 0.7 1.1
H 6.47740 13.62040 6.39550 0.1 0.4 -0.3
H 4.45762 10.67913 7.95959 -0.3 -0.2 0.0
H 5.30408 10.46669 9.54622 0.1 -0.4 -1.0
H 6.06496 9.97355 7.92763 0.4 -0.5 -0.1

no.,calculated total energy (eV)
1,-160389.064
2,-146320.430